(1)
83
Properties=species:S:1:pos:R:3:forces:R:3 method="wB97M-V/def2-TZVPD" total_charge=+3 lumo_ev=-9.10 orbital_gap_ev=7.63 multiplicity=1
Bi 0.437758 0.584901 0.046822 -0.07 0.13 -0.39
C 3.753958 1.938001 3.138022 0.26 0.13 0.06
C 2.872658 1.204301 2.198522 0.28 0.85 -0.60
N 2.598458 1.571401 1.000122 -0.46 -0.78 0.38
N 3.136958 2.593601 0.314722 0.70 1.00 0.25
C 3.165358 2.471601 -1.035878 -0.07 -0.26 -0.04
N 3.858258 3.345101 -1.743278 0.05 0.02 0.19
S 2.331458 1.197501 -1.795978 0.28 -0.19 -0.62
C 2.370058 -0.145999 2.498422 -0.04 -0.75 0.64
C 2.711458 -0.823999 3.667122 -0.15 0.39 -0.41
C 2.446558 -2.183999 3.760622 -0.14 -0.10 -0.35
C 1.900258 -2.837399 2.664922 0.11 0.19 0.24
C 1.516058 -2.086899 1.561922 0.17 -0.41 0.31
N 1.712958 -0.776899 1.502422 0.38 0.00 -0.09
H 3.857758 2.984301 2.859622 -0.04 0.05 0.05
H 4.753358 1.496501 3.141922 0.02 -0.06 0.03
H 3.376158 1.903901 4.156822 -0.06 0.00 0.04
H 3.770158 3.257101 0.762622 -0.18 -0.18 0.02
H 4.433358 4.065901 -1.325678 -0.05 -0.04 0.01
H 3.894658 3.265001 -2.749778 -0.04 -0.07 0.03
H 3.196358 -0.314499 4.484322 0.06 0.09 0.02
H 2.695858 -2.720599 4.662522 0.08 -0.10 0.06
H 1.777458 -3.908199 2.669722 -0.08 -0.11 -0.05
H 1.074758 -2.542899 0.688222 -0.07 -0.07 -0.04
C 0.312458 4.290401 -1.872778 0.06 0.03 0.04
C -0.490242 3.200901 -1.227878 -0.10 -0.06 0.17
C -0.840442 3.269701 0.131722 -0.18 -0.02 -0.24
C -0.192242 4.278101 1.035522 0.01 0.08 0.01
C -1.870942 2.442201 0.623122 -0.01 0.02 -0.29
C -2.410842 2.633801 2.008122 -0.01 0.05 0.02
C -2.461342 1.487801 -0.219778 0.19 0.09 0.12
C -3.641842 0.708201 0.264922 0.00 -0.08 0.00
C -1.980542 1.297701 -1.528978 0.11 0.24 0.08
C -2.688742 0.323801 -2.424178 -0.02 0.01 -0.05
C -0.982742 2.157701 -2.034278 -0.16 0.06 0.15
C -0.535442 2.067401 -3.463478 -0.01 0.08 -0.07
H 1.303258 3.954001 -2.169878 0.09 0.06 -0.08
H 0.413858 5.157201 -1.230178 0.03 0.05 -0.01
H -0.201042 4.616101 -2.774878 0.03 0.06 -0.09
H -0.806042 5.176301 1.105522 0.01 0.11 0.09
H 0.784358 4.577901 0.667322 0.05 0.02 0.02
H -0.067042 3.883201 2.040422 0.01 0.02 0.09
H -2.076542 1.834301 2.671322 -0.05 -0.04 0.17
H -3.496842 2.624701 1.986622 -0.08 -0.02 0.08
H -2.111342 3.581801 2.436322 0.03 0.04 0.09
H -4.557542 1.266401 0.070622 -0.13 0.05 0.01
H -3.581042 0.532601 1.332022 -0.09 -0.04 0.11
H -3.736542 -0.246899 -0.236578 -0.06 -0.12 -0.01
H -2.768042 -0.666399 -1.980378 -0.06 -0.12 -0.02
H -2.236342 0.236101 -3.403678 0.04 -0.05 -0.09
H -3.705742 0.681401 -2.581678 -0.13 -0.07 -0.04
H -1.249942 2.581301 -4.107278 -0.06 -0.01 -0.12
H -0.463342 1.042101 -3.815778 0.01 -0.08 -0.08
H 0.433058 2.531301 -3.613978 0.00 0.00 -0.03
C 0.054358 -2.845399 -3.916678 0.08 -0.07 0.26
C 0.548258 -3.379699 -2.568878 -0.09 -0.16 -0.13
C 1.781258 -4.256499 -2.771978 -0.14 0.15 0.11
C -0.554842 -4.177099 -1.875278 0.26 0.12 -0.11
N 0.993658 -2.285799 -1.657178 0.35 -0.22 0.14
N 0.051558 -1.227599 -1.512778 -0.07 0.31 -0.23
H -0.028442 -3.669399 -4.618578 -0.07 -0.05 -0.11
H 0.755558 -2.128499 -4.340778 0.12 0.10 -0.08
H -0.931842 -2.390399 -3.841678 -0.14 0.09 -0.04
H 1.518158 -5.138899 -3.346678 -0.03 -0.08 -0.07
H 2.188458 -4.580099 -1.818378 0.05 -0.06 0.13
H 2.556358 -3.724499 -3.318078 0.13 0.08 -0.10
H -0.838542 -5.011499 -2.509378 -0.13 -0.08 -0.04
H -1.450742 -3.582599 -1.701878 -0.19 0.07 0.00
H -0.207042 -4.578599 -0.927678 0.08 -0.06 0.14
H 1.864858 -1.898999 -2.016478 -0.14 0.12 0.05
H -0.801342 -1.641199 -1.119378 0.21 0.19 -0.19
H -0.192942 -0.783299 -2.411678 -0.06 -0.28 0.17
C -2.163842 -3.737399 2.925922 0.04 -0.71 0.03
N -2.407942 -2.316699 2.728022 -0.23 -0.29 0.59
C -3.611742 -1.772899 3.337322 -0.67 0.27 0.17
C -1.714142 -1.645199 1.894422 0.45 0.45 -0.66
N -1.061242 -1.059499 1.125622 -0.56 -0.19 0.26
H -2.205442 -3.968299 3.990922 0.06 0.10 -0.05
H -1.186242 -4.012299 2.537522 0.00 0.02 -0.01
H -2.932042 -4.324799 2.418822 0.04 0.03 -0.01
H -3.678842 -2.119599 4.369022 0.09 0.04 -0.07
H -4.496742 -2.116499 2.796622 0.04 0.03 0.03
H -3.584842 -0.685599 3.332422 0.03 -0.02 0.01


(2)
92
Properties=species:S:1:pos:R:3:forces:R:3 method="wB97M-V/def2-TZVPD" total_charge=-1 lumo_ev=1.79 orbital_gap_ev=6.73 multiplicity=1
Tl -0.109511 0.888929 -0.262723 -0.07 0.10 0.12
C -0.990171 -5.070629 0.551095 -0.09 0.15 0.04
N -0.184067 -4.032283 -0.052609 0.12 -0.15 -0.17
C 0.460435 -4.408847 -1.298152 0.01 0.13 0.05
C -0.196367 -2.704857 0.293122 0.13 -0.16 -0.01
O 0.349954 -1.872363 -0.394238 -0.12 0.01 0.01
C -0.943144 -2.397882 1.593374 -0.03 0.12 -0.01
O -0.821089 -1.079081 2.051580 0.21 -0.01 -0.15
C 0.071822 -0.815703 3.100480 -0.12 0.00 -0.09
C 1.533226 -0.600922 2.685092 0.02 -0.05 0.24
O 1.973010 -0.973693 1.620031 -0.08 -0.12 -0.06
N 2.313088 0.000417 3.629165 0.24 0.15 0.00
C 1.851582 0.439288 4.929326 -0.28 0.00 -0.07
C 3.687227 0.334845 3.293829 0.01 -0.08 -0.15
H -0.503457 -6.029434 0.369234 -0.03 0.00 0.07
H -1.088535 -4.936897 1.625797 0.00 -0.04 -0.01
H -1.994330 -5.108483 0.111960 0.01 -0.06 0.03
H 1.128479 -5.253482 -1.115874 -0.02 -0.02 -0.06
H -0.275760 -4.686403 -2.058768 -0.01 0.00 -0.01
H 1.033623 -3.558162 -1.654054 0.00 -0.05 -0.06
H -2.007373 -2.544201 1.377317 0.02 -0.09 0.07
H -0.635313 -3.102341 2.375608 -0.03 0.01 -0.04
H -0.314148 0.094282 3.564540 0.08 -0.06 0.10
H 0.052244 -1.624379 3.848574 -0.05 0.08 0.01
H 1.261651 -0.331291 5.426907 0.00 0.01 0.04
H 2.720046 0.651430 5.549329 -0.01 -0.03 0.01
H 1.249705 1.352312 4.871815 0.03 0.02 0.03
H 3.868506 0.053568 2.260403 0.02 0.01 0.01
H 3.856318 1.407740 3.404794 0.00 0.01 0.03
H 4.380579 -0.208128 3.940450 0.03 0.03 0.01
N 3.701272 2.547734 -2.401641 0.83 1.46 -0.02
C 2.419548 2.299168 -2.064254 -0.51 0.14 0.21
N 2.184841 1.054222 -1.737663 -0.14 0.08 -0.18
C 3.399588 0.416311 -1.865809 0.39 0.29 -0.11
C 3.751058 -0.915354 -1.659916 0.01 0.01 -0.04
C 5.067271 -1.271871 -1.886618 -0.02 -0.10 0.07
C 6.023954 -0.330938 -2.289419 0.07 0.04 -0.07
C 5.693006 0.995435 -2.494722 -0.02 0.08 0.02
C 4.367613 1.356897 -2.280200 0.33 -0.62 0.13
H 4.132074 3.503369 -2.455750 -0.66 -1.15 0.05
H 1.667229 3.070041 -2.086347 -0.11 0.10 0.07
H 3.008661 -1.628696 -1.328074 -0.05 0.00 0.03
H 5.377077 -2.301185 -1.748743 -0.03 0.01 0.03
H 7.045042 -0.654520 -2.449857 0.00 0.02 0.00
H 6.427404 1.725332 -2.807068 0.05 0.00 0.00
C -3.745068 0.603817 -4.415007 0.06 -0.03 -0.01
N -3.875252 0.243456 -3.015945 0.68 -0.09 0.13
C -4.351046 1.318311 -2.155911 -0.21 -0.10 0.10
P -3.023538 -0.986610 -2.295069 -1.04 -0.94 -0.20
O -2.369154 -0.683671 -1.006837 0.18 0.18 0.11
N -4.243008 -2.135042 -2.059607 0.20 0.25 0.03
C -5.596584 -2.074463 -2.545542 0.07 0.03 0.04
C -3.929135 -3.308107 -1.283234 0.05 0.04 -0.04
N -1.994485 -1.809609 -3.326810 -0.11 0.71 -0.04
C -0.647368 -1.284187 -3.518215 0.15 -0.05 0.07
C -2.468843 -2.592657 -4.446200 -0.08 -0.14 0.10
H -4.720587 0.906449 -4.810586 0.00 -0.05 -0.01
H -3.390360 -0.246678 -4.992498 -0.03 0.02 -0.06
H -3.037910 1.428723 -4.534203 0.01 0.02 -0.01
H -5.448579 1.330496 -2.130402 0.00 0.03 -0.02
H -3.981154 2.279062 -2.511919 0.08 -0.01 0.02
H -3.971181 1.161481 -1.148449 -0.04 0.11 0.03
H -5.747519 -1.130922 -3.062636 -0.08 -0.04 -0.07
H -6.312189 -2.134427 -1.715181 0.00 -0.02 -0.04
H -5.806505 -2.906877 -3.232759 -0.07 0.03 -0.01
H -2.886799 -3.244746 -0.973180 0.01 -0.12 0.06
H -4.076006 -4.226141 -1.870871 0.04 0.00 0.04
H -4.561503 -3.373350 -0.387633 0.04 -0.02 -0.01
H -0.338262 -0.740493 -2.631893 0.08 0.00 -0.06
H -0.580869 -0.607431 -4.375540 -0.04 0.02 0.01
H 0.043406 -2.118165 -3.671113 0.01 -0.02 0.00
H -3.515857 -2.851813 -4.298201 -0.02 -0.05 -0.06
H -1.888357 -3.519692 -4.516000 -0.01 0.03 -0.03
H -2.366239 -2.064223 -5.401480 0.01 0.00 0.00
Br -1.042954 2.257386 -2.678979 -0.08 0.21 -0.18
N -0.482528 3.336638 1.673367 0.23 0.08 -0.22
C 0.535794 4.091855 1.053354 -0.04 0.18 0.07
C 0.192064 5.078921 0.132459 0.11 -0.15 0.03
C 1.176830 5.856818 -0.455505 -0.07 -0.09 0.06
C 2.504257 5.651970 -0.127287 0.34 0.31 -0.23
C 2.862654 4.638556 0.748863 -0.16 -0.06 0.06
C 1.881581 3.853377 1.341414 -0.07 0.09 -0.18
S 3.771412 6.750758 -0.784522 0.96 -0.50 -0.50
O 4.701473 5.869121 -1.521375 -0.60 -0.10 0.25
O 4.392830 7.338699 0.390089 -0.14 0.02 0.19
O 3.077716 7.688840 -1.645981 -0.30 0.04 0.02
H -0.254381 3.062839 2.615256 -0.18 0.06 0.08
H -1.381151 3.784152 1.585930 -0.09 -0.11 0.23
H -0.850374 5.231545 -0.117215 -0.05 0.01 -0.03
H 0.933578 6.642031 -1.157797 -0.02 0.02 0.00
H 3.912498 4.490668 0.967177 0.00 -0.04 0.06
H 2.144986 3.060037 2.032948 0.04 -0.03 0.03